Below is an isolated molecule of C3H6N2O, with properties calculated with ωB97M-V/def2-TZVPD.

Structure (XYZ):
```
12
Properties=species:S:1:pos:R:3:forces:R:3:mulliken_charge:R:1
N 1.825 0.020 -0.185 0.0295 0.0471 -0.0028 -0.347
C 0.873 0.876 0.273 0.0559 0.1719 0.0167 0.203
O 1.106 2.021 0.612 -0.0623 -0.4109 -0.1346 -0.590
C -0.542 0.354 0.357 0.0307 0.0583 0.0813 0.390
C -1.453 0.387 -0.811 -0.2640 0.0218 0.3172 -0.613
N -0.853 -1.013 -0.090 -0.3810 -0.0231 -0.2401 -0.480
H 2.770 0.362 -0.264 -0.1226 -0.0409 0.0112 0.238
H 1.637 -0.949 -0.375 0.0183 0.1591 0.0376 0.168
H -0.927 0.503 1.370 0.0643 -0.0027 -0.1213 0.312
H -0.520 -1.389 -0.958 0.4447 -0.2473 0.1897 0.354
H -2.479 0.426 -0.418 0.1017 0.1474 -0.0275 0.135
H -1.437 -1.599 0.490 0.0846 0.1193 -0.1274 0.230
```
Positions in Å, forces in eV/Å.

The HOMO-LUMO gap is 0.317 hartree. The value obtained for the highest occupied orbital energy is -8.13 eV. Its charge is 0. The calculation puts the LUMO energy at 0.51 eV. The multiplicity is 1.



Below is a cluster of 3 separate species, C4H8O3 in total at a distorted geometry, with properties calculated with ωB97M-V/def2-TZVPD.

Structure (XYZ):
```
15
Properties=species:S:1:pos:R:3:forces:R:3:mulliken_charge:R:1
C 1.836 -0.142 -0.468 0.6212 0.4413 1.5459 -1.045
C 0.544 0.164 -0.523 1.2750 2.4733 -0.0915 -0.397
O -0.984 -1.017 -1.826 0.4282 -0.5396 -0.8599 -0.622
C -0.323 0.615 0.641 0.2570 -0.3943 -0.0825 0.126
O -1.604 0.982 0.190 0.0723 -0.2498 0.2269 -0.627
C -0.415 -0.406 1.728 -0.7376 -0.3786 0.3430 0.214
O -1.500 -0.789 2.115 0.6142 0.1624 -0.0528 -0.517
H 0.503 -0.799 -2.643 -3.3960 0.0099 1.5878 0.332
H 2.762 0.280 -0.892 -1.0936 -0.6121 -1.3171 0.281
H 2.125 -0.489 0.493 0.3827 -0.6403 0.9670 0.164
H 0.149 0.695 -1.350 0.1542 0.5897 -0.7330 0.761
H -1.627 -0.326 -1.407 2.0220 -0.4788 -1.5218 0.378
H 0.220 1.515 1.006 -0.3712 -0.4146 0.0087 0.264
H -2.211 0.532 0.804 -0.1709 0.0306 -0.0402 0.374
H 0.525 -0.814 2.129 -0.0575 0.0010 0.0195 0.313
```
Positions in Å, forces in eV/Å.

The HOMO-LUMO gap (spin up / spin down) is 0.309 / 0.282 hartree. The value obtained for the highest occupied orbital energy (spin up / spin down) is -9.43 / -9.19 eV. Its charge is 0. The calculation puts the LUMO energy (spin up / spin down) at -1.03 / -1.51 eV. The multiplicity is 1.



Below is a cluster of 2 separate species, C4H6ClN in total at a distorted geometry, with properties calculated with ωB97M-V/def2-TZVPD.

Structure (XYZ):
```
12
Properties=species:S:1:pos:R:3:forces:R:3:mulliken_charge:R:1
C 0.592 2.003 0.373 1.3723 -1.2077 2.8117 -0.864
C 0.055 0.830 0.305 -4.1529 -3.5477 -1.4441 0.347
C -0.616 -0.373 0.012 1.9942 -0.2432 -1.8143 -0.069
N -1.806 -1.012 0.420 -3.3237 -1.3045 1.0647 -0.429
C -2.630 -2.067 0.082 6.5941 5.0855 -2.0238 -0.274
H 0.669 2.850 -0.236 -0.6658 0.8027 -1.2084 0.313
H 1.190 2.099 1.305 -0.0132 0.1143 -0.6151 0.211
H -0.068 -0.988 -0.781 -0.0354 0.8018 1.1496 0.247
H -3.534 -2.100 0.603 -1.1108 -0.5224 0.8205 0.299
H -2.378 -2.586 -0.895 -0.6977 0.0306 1.2698 0.220
Cl 4.013 1.067 -0.124 0.5261 -0.7929 -0.9415 -0.250
H 4.514 0.277 -1.063 -0.4871 0.7833 0.9307 0.250
```
Positions in Å, forces in eV/Å.

The HOMO-LUMO gap is 0.320 hartree. The value obtained for the highest occupied orbital energy is -8.70 eV. Its charge is 0. The calculation puts the LUMO energy at 0.00 eV. The multiplicity is 1.



Below is a structure of composition C2H2FOSn at a distorted geometry, with properties calculated with ωB97M-V/def2-TZVPD.

Structure (XYZ):
```
7
Properties=species:S:1:pos:R:3:forces:R:3:mulliken_charge:R:1
F 0.335 2.562 1.190 -0.5209 -0.3846 3.5551 -0.222
O -0.559 1.208 1.258 0.5772 1.4181 1.3262 -0.199
Sn 0.101 1.722 -0.554 -0.5750 3.7470 -4.9401 1.123
C 0.304 -0.331 -0.685 -0.4843 -7.1455 1.2264 -0.468
C 0.134 -1.513 -0.246 1.5425 2.4958 -1.0080 0.004
H 0.406 -2.501 0.110 -0.6731 0.0138 -0.1329 0.405
H -0.721 -1.146 -1.073 0.1335 -0.1445 -0.0266 0.357
```
Positions in Å, forces in eV/Å.

The HOMO-LUMO gap (spin up / spin down) is 0.302 / 0.302 hartree. The value obtained for the highest occupied orbital energy (spin up / spin down) is -14.88 / -14.88 eV. Its charge is +1. The calculation puts the LUMO energy (spin up / spin down) at -6.67 / -6.67 eV. The multiplicity is 1.



Below is a cluster of 3 separate species, C5H9NO2 in total at a distorted geometry, with properties calculated with ωB97M-V/def2-TZVPD.

Structure (XYZ):
```
17
Properties=species:S:1:pos:R:3:forces:R:3:mulliken_charge:R:1
N 2.321 0.796 0.957 0.5131 0.1284 0.4331 -0.516
C 2.224 0.288 -0.118 0.3704 0.2166 0.3607 0.567
O 2.319 -0.187 -1.171 -0.1053 -0.4059 -1.0514 -0.429
H 1.626 1.071 1.620 -0.5656 0.0924 0.1112 0.389
C 0.521 -2.530 -1.423 -0.1690 -0.0213 0.2095 -0.225
C -0.142 -2.814 -0.471 0.1223 -0.0743 -0.2817 -0.564
H 1.118 -2.241 -2.239 0.2841 0.1173 -0.3801 0.427
H -0.729 -3.103 0.349 -0.3148 -0.1391 0.4639 0.404
C -1.151 1.171 -0.610 0.0596 -0.1601 0.3144 -0.991
C -0.988 0.459 0.727 -0.1827 -0.1888 -0.4202 -0.051
O -0.364 1.268 1.707 0.0113 0.3817 0.3693 -0.556
H -1.816 2.029 -0.507 -0.0327 0.0477 -0.0501 0.398
H -1.580 0.483 -1.336 -0.0189 0.0191 -0.0796 0.318
H -0.186 1.516 -0.978 0.0077 0.0176 -0.0555 0.236
H -1.966 0.122 1.094 0.1220 -0.0768 -0.0455 0.310
H -0.341 -0.413 0.608 -0.1533 0.0635 0.0489 -0.008
H -0.867 2.085 1.791 0.0519 -0.0180 0.0531 0.292
```
Positions in Å, forces in eV/Å.

The HOMO-LUMO gap is 0.415 hartree. The value obtained for the highest occupied orbital energy is -10.54 eV. Its charge is 0. The calculation puts the LUMO energy at 0.76 eV. The multiplicity is 1.



Below is a cluster of 10 separate species, C33H61NO27 in total at a distorted geometry, with properties calculated with ωB97M-V/def2-TZVPD.

Structure (XYZ):
```
122
Properties=species:S:1:pos:R:3:forces:R:3:mulliken_charge:R:1
C -19.804 18.011 -6.211 3.0989 -0.1640 -0.7843 -1.302
C -19.012 17.442 -7.516 -0.2914 -0.2986 1.2000 1.499
C -19.962 17.022 -8.657 -1.4376 0.1485 1.3683 0.001
O -19.791 18.046 -9.612 0.1325 1.2023 -1.2379 -0.381
C -18.706 18.815 -9.348 0.1509 2.3287 -2.6928 0.263
O -18.279 19.730 -10.108 -1.4699 -3.6726 3.1378 -0.652
O -18.211 18.415 -8.192 1.0605 1.6034 0.5879 0.230
H -19.075 18.137 -5.383 -0.1708 -0.1828 -0.5593 -0.142
H -20.509 17.313 -5.834 -0.8294 -0.7303 -0.0661 -0.048
H -20.239 18.988 -6.329 -0.4012 0.2772 -0.6188 0.710
H -18.209 16.718 -7.242 -1.2530 -0.0356 0.1623 -0.324
H -21.021 17.085 -8.242 1.1696 -0.4210 -0.8525 0.148
H -19.760 16.089 -9.178 0.0806 -0.2884 0.4666 -0.096
C -17.622 15.723 -11.661 -0.7913 -0.7100 -1.3209 -0.315
C -18.151 16.272 -13.044 0.1970 -1.7693 2.2225 -0.053
C -18.587 17.715 -13.040 1.2679 -1.1626 -0.1294 0.568
O -17.466 18.199 -13.731 -0.6978 4.4426 0.0401 -0.346
C -16.856 17.328 -14.451 4.0553 0.0128 -4.5600 0.724
O -16.087 17.610 -15.415 -2.7430 -1.2346 3.6856 -0.649
O -17.141 16.108 -14.005 0.3163 -0.0031 -1.0499 -0.387
H -16.560 15.934 -11.493 -0.2760 0.3804 -0.3140 0.135
H -17.736 14.593 -11.619 -0.1328 1.4427 0.1523 0.326
H -18.227 16.263 -10.937 0.0384 -0.5047 0.5722 -0.290
H -18.978 15.773 -13.427 -1.4186 -1.8716 -0.1476 0.441
H -18.546 18.017 -12.034 -0.1832 1.1895 1.0664 -0.515
H -19.555 17.946 -13.499 0.4328 -0.0046 -0.2137 0.236
C -15.345 19.440 -2.533 2.0620 -0.9642 -0.4147 -0.477
O -16.295 19.827 -3.500 -1.5079 0.6108 -1.7781 -0.109
C -16.023 19.968 -4.821 10.4335 -0.3638 1.2902 0.755
O -14.672 19.932 -5.254 -7.7225 -0.3004 2.3200 -0.724
O -16.994 20.321 -5.540 -1.4868 -0.3251 0.6014 -0.148
C -16.650 20.919 -6.742 -1.5646 0.6601 -3.5713 -0.755
H -14.433 20.053 -2.479 -0.5900 0.4856 -0.3715 0.262
H -14.920 18.476 -2.870 -0.4682 0.0367 0.6072 -0.047
H -15.777 19.422 -1.521 -0.3539 -0.1603 -0.7739 0.294
H -15.834 21.539 -6.751 2.8918 0.6892 0.9815 0.503
H -17.353 21.736 -6.932 -0.9892 -0.8936 -0.1700 0.356
H -16.522 20.251 -7.633 -0.6241 0.3425 1.1780 0.043
C -15.046 18.325 -8.693 0.2902 0.0749 1.4512 -1.689
O -15.106 19.314 -9.642 -0.3017 2.4851 -0.1316 -0.395
C -14.937 19.139 -10.906 -0.1664 -6.7575 -3.2260 0.952
O -14.874 17.915 -11.428 -0.0012 5.6326 1.9493 -0.696
O -14.907 20.268 -11.557 -0.0761 0.8508 2.4086 -0.348
C -14.551 20.317 -12.891 -0.8449 2.0593 -2.0275 -0.648
H -14.380 17.551 -8.903 0.8711 -1.4032 -0.9161 0.912
H -15.988 17.977 -8.349 -1.0725 -0.4778 -0.3890 0.526
H -14.644 18.815 -7.838 0.4535 0.5397 0.9180 0.576
H -13.805 19.593 -13.056 0.7676 -0.8039 -0.8245 0.390
H -14.255 21.374 -13.234 0.1334 -1.4540 1.3031 0.223
H -15.466 20.211 -13.462 0.0280 -0.8875 -0.4318 0.237
C -22.127 13.764 -8.709 -0.1776 1.1249 0.5917 -0.531
O -21.955 13.627 -7.304 -0.4924 -0.8677 3.5811 -0.237
C -22.475 14.511 -6.402 -2.4728 7.1339 -4.6556 0.776
O -22.988 15.758 -6.860 2.8838 -7.2106 2.6269 -0.654
O -22.404 14.203 -5.141 0.2074 -1.5223 -0.6583 -0.251
C -22.880 15.115 -4.135 0.5412 1.6583 -0.4461 -0.741
H -21.368 13.242 -9.272 -0.1838 -1.0574 0.3824 0.210
H -21.842 14.751 -8.820 0.1292 2.3951 -1.0762 0.142
H -23.161 13.683 -9.015 -0.0654 -0.5413 -0.0679 0.368
H -22.606 16.112 -4.470 -0.3631 0.1150 -0.1222 0.342
H -22.282 15.013 -3.238 -0.0524 -0.8149 -0.0045 0.272
H -23.951 15.084 -3.943 0.0647 -0.5142 -0.3007 0.363
C -20.202 20.139 1.582 -1.6092 0.5910 -0.5446 -0.751
O -19.695 19.573 0.375 0.7276 -0.9240 0.6769 -0.204
C -19.794 20.260 -0.696 -4.7321 7.6946 -2.4127 0.445
O -20.483 21.532 -0.770 4.3787 -7.3761 0.5428 -0.647
O -19.358 19.633 -1.776 0.4066 -0.8328 2.4678 0.089
C -19.228 20.354 -2.966 -0.8679 0.6633 -0.0271 -0.273
H -19.670 21.011 1.887 0.5027 0.6076 -0.0737 0.315
H -20.178 19.410 2.341 0.4753 -1.1384 0.6392 0.285
H -21.259 20.393 1.444 0.2878 0.1856 -0.1545 0.316
H -18.496 21.109 -2.858 0.5543 1.0119 0.1697 0.370
H -20.192 20.739 -3.203 -0.5887 0.6119 -0.4264 0.481
H -18.893 19.698 -3.712 0.3009 -1.1246 -0.8262 -0.411
C -22.652 17.004 -0.816 0.3764 0.1979 -1.8277 -0.477
O -21.262 16.508 -0.704 -0.1587 1.1164 -1.3578 -0.390
C -20.396 16.672 -1.781 -4.6557 0.9812 -4.1646 0.828
O -20.817 17.014 -3.066 3.0082 -1.8264 7.7130 -0.388
O -19.230 16.310 -1.324 0.9574 0.7474 -1.7492 -0.378
C -18.166 16.510 -2.313 2.0901 -0.1409 0.0763 0.256
H -22.770 18.096 -0.680 0.6592 -0.5220 0.4232 0.236
H -23.333 16.460 -0.153 0.7250 -0.0647 -0.0095 0.307
H -22.953 16.867 -1.871 -0.0125 -0.2009 0.5343 0.121
H -18.147 15.723 -3.081 -0.4024 0.2848 0.4492 -0.027
H -17.116 16.513 -1.836 -1.9822 -0.2634 -0.0622 0.109
H -18.233 17.480 -2.801 -0.4747 -0.1061 0.0611 -0.109
C -15.496 14.792 -9.281 1.0262 0.8693 -2.3395 -1.221
O -14.753 14.260 -8.231 0.4000 -2.6065 1.8240 -0.210
C -14.903 12.962 -7.983 -3.0735 -4.7820 -6.5383 0.801
O -15.398 11.994 -8.924 2.9432 6.0292 5.3990 -0.712
O -14.532 12.592 -6.807 0.5912 0.2720 0.7248 -0.264
C -14.906 11.262 -6.442 -2.9434 -0.3748 1.2836 -0.585
H -14.816 15.454 -9.782 0.4662 0.9036 -0.0223 0.722
H -16.278 15.393 -8.877 -1.0321 -0.1859 -0.0157 0.157
H -15.658 14.116 -10.125 -0.8899 -0.4856 0.8843 0.564
H -14.583 11.046 -5.410 0.5403 0.3240 -0.7378 0.272
H -14.680 10.506 -7.176 0.5509 0.0802 -0.1577 0.319
H -16.055 11.259 -6.343 1.5747 -0.0123 -0.3576 0.149
C -19.133 14.265 -5.374 1.4567 -0.0194 1.6727 -0.402
O -19.124 13.025 -6.017 -1.2965 -1.8515 0.1603 -0.463
C -18.621 12.967 -7.195 3.1101 4.8693 -4.8575 0.398
O -18.058 13.993 -7.810 -2.3075 -3.8401 2.7820 0.228
O -18.734 11.803 -7.773 -0.8415 -1.4768 0.3060 -0.428
C -18.238 11.492 -9.078 2.0209 -0.4009 0.5053 -0.797
H -19.496 15.075 -5.949 -1.4029 0.5026 -0.5323 0.071
H -18.102 14.528 -5.335 0.9982 0.4862 0.6733 0.401
H -19.512 14.104 -4.340 -0.1471 0.3213 -1.0911 0.016
H -17.793 12.290 -9.575 0.5985 1.8769 -0.3011 0.095
H -18.845 11.038 -9.789 -2.7086 -0.5176 -0.3644 0.488
H -17.436 10.758 -9.071 0.2252 0.0507 1.0741 0.344
C -13.368 15.540 -3.313 0.8321 1.6052 -2.4251 -1.282
C -13.156 16.424 -4.537 -0.8560 -0.9875 -1.8738 -1.015
C -14.162 16.205 -5.695 -0.8164 1.0977 0.6201 0.618
C -15.595 16.366 -5.311 1.8062 0.2499 -0.2516 -0.318
N -16.658 16.576 -4.949 -0.8926 0.1038 0.1772 0.389
H -13.619 14.540 -3.576 0.1876 -0.8394 0.0130 0.306
H -14.148 16.037 -2.879 -2.1124 0.6379 2.1930 0.226
H -12.437 15.756 -2.875 0.9227 -0.7821 1.7230 0.443
H -12.301 16.050 -5.040 1.4162 -0.0136 -0.3148 0.593
H -12.996 17.478 -4.371 -0.1697 0.2795 0.5192 0.497
H -14.041 15.182 -6.004 0.0112 -0.2435 -0.6644 0.001
H -13.941 16.965 -6.479 -0.2386 -0.8631 0.2450 -0.341
```
Positions in Å, forces in eV/Å.

The HOMO-LUMO gap is 0.378 hartree. The value obtained for the highest occupied orbital energy is -10.00 eV. Its charge is 0. The calculation puts the LUMO energy at 0.27 eV. The multiplicity is 1.



Calculated values (g/mol) of molar mass for the records, taken in order: 86.1 104.1 103.6 179.7 115.1 903.8.
Calculated values (eV) of E_tot for the records, taken in order: -8232.7970 -10412.7817 -18253.1700 -12686.5324 -10913.6438 -91971.3610.
Calculated values (kcal per mole) of ΔE to the lowest compared entry with this formula, charge and spin for the records, taken in order: 90.0 189.6 98.5 132.8 67.6 62.5.